Density functional theory data (ωB97M-V/def2-TZVPD) for a structure of composition C36H90O45S9 in a non-equilibrium geometry.

Structure (XYZ):
```
180
Properties=species:S:1:pos:R:3:forces:R:3:mulliken_charge:R:1
C 0.480089 -2.097463 3.321773 0.14 2.13 0.89 -0.3898
C 0.840521 -1.560461 1.968479 0.85 -0.10 0.13 1.5379
O 1.142794 -0.145135 2.047476 -0.31 -0.62 0.37 0.8970
H -0.054106 -2.997642 3.244906 -0.51 -1.33 -0.14 0.0999
H -0.216166 -1.356104 3.772161 0.48 -0.53 0.16 -0.4657
H 1.387702 -2.239012 3.929499 -0.56 0.12 0.09 0.0097
H 0.004657 -1.761108 1.295239 0.33 0.19 -0.29 -0.7026
H 1.772763 -2.088824 1.712936 -0.44 0.15 -0.81 -0.0760
H 1.032254 0.220836 1.163418 -0.12 0.07 -0.32 -0.6022
C -4.622965 0.498668 0.697088 0.83 -1.99 -1.32 -1.1888
C -3.355557 -0.350429 0.799402 -0.14 0.00 2.52 0.9141
O -2.711380 -0.581071 -0.425028 0.06 0.32 -0.74 0.5240
H -5.339179 0.067651 0.002123 -0.04 -0.34 -0.31 0.2119
H -4.372106 1.441142 0.309273 0.15 1.41 0.11 -0.3951
H -5.132210 0.523608 1.609701 -0.50 0.48 1.55 0.5725
H -3.514165 -1.314619 1.320140 -0.42 0.11 -0.51 0.1879
H -2.677653 0.134121 1.571785 -0.23 -0.15 -1.35 -0.5936
H -3.333320 -0.443082 -1.167462 0.11 -0.08 0.06 -0.6112
C 0.970835 3.859512 -4.916038 1.17 0.28 -1.14 -1.7971
C 0.461847 2.454343 -4.812755 -1.27 0.66 -0.50 1.0659
O -0.983253 2.492545 -4.545468 0.77 0.75 -0.28 -0.6605
H 1.965120 3.852372 -5.360309 0.25 -0.22 -0.18 0.4705
H 1.140348 4.410660 -4.014326 -0.59 0.17 0.84 0.3137
H 0.391288 4.447963 -5.633516 -0.23 0.00 0.26 0.5448
H 0.944867 1.915632 -4.014515 0.10 -0.22 0.23 -0.5514
H 0.674675 1.942430 -5.776922 -0.36 0.11 0.54 0.0158
H -1.267595 3.424632 -4.709519 0.20 -1.08 0.26 0.3074
C -6.630528 4.633923 -0.294503 -0.06 -0.32 0.32 -0.7638
C -6.385232 4.377061 1.188275 0.19 0.56 0.44 -0.3109
O -5.288088 3.444477 1.417049 -0.84 0.84 -0.62 -0.2535
H -5.793199 5.052162 -0.825274 0.34 0.48 0.07 0.0741
H -7.537948 5.238046 -0.465210 0.39 -0.22 0.17 0.4094
H -6.775321 3.656576 -0.732085 -0.31 -0.34 -0.35 0.1720
H -7.258763 3.844162 1.549603 -0.32 0.25 0.36 0.2818
H -6.267399 5.352835 1.769120 0.04 -1.33 -0.64 0.3161
H -4.672908 3.857233 2.015323 0.53 0.15 0.18 0.1455
C -0.477204 3.932141 1.906570 -0.22 0.48 -1.65 -0.3039
C -1.202723 2.672225 2.236160 1.06 -1.74 1.13 0.3177
O -2.591112 2.786199 2.138757 -0.97 0.34 0.05 -0.6095
H -0.708291 4.197907 0.809211 0.22 0.23 1.77 -0.0703
H 0.596695 3.760303 1.952132 0.08 -0.19 -0.02 -0.4586
H -0.687722 4.712251 2.654000 -0.21 0.04 -0.69 0.4661
H -0.903927 2.352614 3.240554 -0.21 0.29 0.44 0.4863
H -0.830230 1.800803 1.678970 -0.11 0.30 -0.68 -0.0512
H -3.044342 2.106975 2.663726 0.33 0.14 -0.18 0.2849
C 0.791423 -0.016342 6.641605 0.39 1.19 0.25 -1.5215
C 0.545833 0.952027 5.479570 -0.32 -0.06 0.75 0.1016
O 1.642189 1.080972 4.594228 -0.14 -0.02 -1.00 -0.0192
H 1.080312 -0.999956 6.328520 0.28 -0.48 -0.42 0.2313
H -0.084303 -0.118293 7.259957 -0.68 0.02 0.03 0.4125
H 1.531050 0.383823 7.322545 0.53 -0.01 0.09 0.4103
H 0.166693 1.951537 5.866615 0.52 -1.04 -0.52 0.2170
H -0.199294 0.458575 4.906791 -1.38 0.07 -0.44 0.0442
H 1.321583 0.777199 3.689456 0.72 0.35 1.13 -0.0092
C -6.312364 -0.818091 -2.773663 0.75 -0.37 -0.07 -1.0576
C -5.127699 -1.247458 -3.662137 0.53 1.21 1.83 -0.1770
O -3.972848 -0.590971 -3.042803 0.46 -0.34 -1.02 -0.4265
H -7.245198 -1.025885 -3.287660 -0.27 -0.20 0.31 0.4881
H -6.225348 0.262662 -2.645390 -0.10 0.01 -0.11 0.1225
H -6.251528 -1.251849 -1.748922 -0.23 0.00 -0.85 0.2164
H -5.227313 -0.803087 -4.650548 -0.13 -0.49 -0.24 0.3319
H -4.874027 -2.313594 -3.640486 -0.68 0.01 -0.46 0.3035
H -3.261163 -0.698974 -3.735100 -0.28 0.42 0.63 0.1557
C -0.154979 -1.175551 -6.383910 0.95 0.19 1.64 -1.5287
C -0.770100 -0.645180 -5.075654 0.47 -0.53 -0.50 3.1314
O -2.159868 -0.980076 -5.133941 0.00 3.92 1.11 -0.6775
H -0.566269 -0.668911 -7.239953 -0.32 -0.09 -0.33 0.3983
H -0.306226 -2.258953 -6.368947 -0.17 0.10 -0.50 0.4251
H 0.931372 -1.032911 -6.371694 -0.08 0.06 -0.10 0.2873
H -0.638285 0.412466 -4.885946 -0.64 0.10 -0.69 -1.3294
H -0.280968 -1.052056 -4.178254 -0.14 -0.67 -0.43 -0.7575
H -2.231184 -1.883128 -5.214593 -0.20 -3.43 -0.44 0.2245
C 1.399196 -0.237291 -2.333939 0.81 0.49 -0.32 -1.2048
C 0.179962 0.530953 -2.025717 -1.13 1.04 1.65 0.4171
O -0.154219 0.224009 -0.634220 0.04 -0.07 -0.57 1.2947
H 2.030230 0.197963 -3.101570 0.06 0.09 -0.19 0.6839
H 1.264480 -1.267042 -2.572115 -0.43 -0.79 -0.23 -0.5212
H 1.935389 -0.207449 -1.408191 0.82 -0.06 0.47 -0.0742
H -0.702782 0.380178 -2.645223 0.02 -0.22 -0.15 0.4078
H 0.305485 1.618821 -2.000001 0.47 -0.11 -0.46 0.6553
H -1.069503 -0.091279 -0.644165 -0.30 0.00 0.48 -1.4728
C 4.354094 -0.121953 3.702895 -1.02 2.30 -0.19 0.7030
C 4.165988 -1.490247 4.185624 0.67 -0.51 1.75 0.2060
O 5.424463 -2.183283 3.946885 0.42 0.84 0.06 -0.3893
S 6.555752 -1.071986 3.613224 0.48 0.07 -0.31 1.0155
O 6.774315 -0.974946 2.195039 -0.12 -0.64 0.73 -0.4896
O 7.657581 -1.203412 4.503372 -0.36 -0.18 -0.35 -0.6118
O 5.702840 0.181600 4.039057 0.63 0.02 0.18 -0.4106
H 3.749841 0.578736 4.286029 -0.01 -0.20 -0.28 -0.2114
H 4.153563 0.054908 2.648719 0.19 -0.20 -0.20 -0.1196
H 3.440748 -2.030543 3.685800 -1.47 -0.99 -1.15 -0.0029
H 3.883603 -1.435656 5.261794 0.72 -0.50 -0.47 0.2796
C 3.624651 4.829984 4.900289 -0.91 -1.52 0.28 -0.2838
C 2.704961 4.210737 3.727281 1.65 0.29 0.43 0.4055
O 2.432477 5.368539 2.928375 -0.58 0.83 -0.66 -0.1952
S 3.519711 6.523570 3.215029 -0.44 0.40 -0.60 1.0191
O 3.024554 7.848362 3.018753 -0.02 -1.25 0.00 -0.5742
O 4.725139 6.113463 2.552756 -0.36 0.14 0.63 -0.5841
O 3.521849 6.240712 4.767361 0.43 0.24 0.00 -0.3536
H 4.680152 4.570768 4.855873 -0.11 -0.34 -0.27 0.3076
H 3.213792 4.525659 5.869838 0.18 0.38 -0.19 0.2820
H 1.781769 3.714880 4.059035 0.26 0.59 -0.02 0.0916
H 3.272176 3.505874 3.102461 -0.09 0.08 0.33 -0.0826
C -0.369310 -6.724330 -0.011639 -0.60 1.60 -0.88 -0.3065
C 0.806293 -5.913460 0.586662 -1.60 -0.99 0.61 -0.1998
O 0.233350 -5.376146 1.820836 0.97 -0.13 -0.11 -0.3212
S -1.319316 -5.110978 1.754797 1.64 -1.17 -3.49 1.2691
O -1.553438 -3.771215 1.331915 -0.52 0.08 0.79 -0.5618
O -1.861397 -5.737081 2.878914 -1.26 0.20 1.74 -0.7072
O -1.605725 -6.041620 0.457190 1.03 -0.16 0.17 -0.4356
H -0.349633 -7.748492 0.325895 -0.26 -0.21 0.28 0.3437
H -0.393184 -6.688950 -1.127450 -0.05 -0.01 0.91 0.2417
H 1.206345 -5.120559 0.000551 0.14 0.61 -0.56 0.1610
H 1.556613 -6.652410 0.824595 0.49 0.28 0.45 0.3438
C -3.455532 -3.360325 5.356917 -2.33 -0.16 -0.22 -0.0163
C -2.325607 -2.675058 6.067445 0.95 0.58 -0.06 -0.3944
O -2.216544 -1.387721 5.380554 -0.68 0.27 -0.07 -0.1138
S -3.734268 -0.859551 5.165631 -0.79 0.87 -0.78 0.9413
O -3.906621 -0.024607 3.987758 0.97 -1.12 1.64 -0.3289
O -4.215545 -0.362183 6.428320 0.40 -0.76 -1.02 -0.6358
O -4.332022 -2.291397 4.776211 0.84 0.25 1.20 -0.3188
H -4.120462 -3.954474 6.040285 0.85 0.40 -0.74 0.2724
H -3.185153 -3.889479 4.458707 0.39 -0.55 0.06 -0.0047
H -1.343794 -3.176339 5.892924 -0.85 0.36 0.39 0.2933
H -2.556303 -2.502576 7.135512 0.35 -0.06 -0.53 0.3003
C 4.005345 4.516685 -0.426735 0.76 -1.63 -0.62 -0.5755
C 2.642547 4.015193 -0.920347 -1.64 0.06 1.00 0.2703
O 2.769576 2.649481 -1.413469 0.72 0.76 0.67 -0.0591
S 4.097903 2.122957 -0.689440 -1.07 -0.43 -1.18 0.9295
O 4.586221 1.059051 -1.479171 0.56 0.02 0.10 -0.5091
O 3.783594 1.990489 0.673728 -0.25 -0.83 1.81 -0.4174
O 4.929479 3.423261 -0.812513 0.42 0.74 -0.75 -0.4401
H 4.171512 4.627369 0.611287 -0.38 0.39 1.08 0.2758
H 4.324945 5.364362 -0.986421 0.28 0.64 -0.21 0.4524
H 2.449423 4.591582 -1.796560 -0.86 0.36 -0.46 0.2481
H 1.805014 4.072152 -0.130136 1.36 -0.02 -1.32 -0.2932
C -2.605793 -3.088743 -1.667710 -2.74 -1.26 1.03 1.1611
C -1.275828 -2.537759 -1.995908 0.40 0.07 -0.96 2.1660
O -0.803314 -3.425998 -3.028253 1.68 0.34 -0.61 -0.2865
S -1.852896 -4.385071 -3.714913 -1.05 3.17 3.46 0.9774
O -1.329175 -5.661478 -3.685497 1.19 -3.05 -1.15 -0.6078
O -2.355371 -3.751630 -4.885757 -0.30 -0.47 -0.16 -0.7817
O -2.821023 -4.321065 -2.433728 -0.02 0.33 -1.18 -0.6178
H -3.449063 -2.438428 -1.884286 0.36 0.15 -0.24 -0.7406
H -2.751003 -3.427846 -0.647225 0.39 0.15 0.12 -0.1836
H -0.550688 -2.470764 -1.192758 0.07 -0.45 0.10 -0.2766
H -1.368153 -1.554193 -2.419364 -0.04 0.38 -0.25 -0.6300
C -2.545441 2.954944 -1.059570 0.13 0.04 -0.85 0.7752
C -3.659984 2.545930 -1.999292 0.21 0.31 -0.72 0.6348
O -4.152293 3.769251 -2.579996 0.78 2.07 0.42 -0.5025
S -3.058702 4.991719 -2.394411 0.24 -2.22 -0.34 1.0201
O -3.613965 5.950687 -1.521559 -0.15 0.34 0.46 -0.6016
O -2.507695 5.385970 -3.641396 -0.22 0.15 -0.39 -0.6189
O -1.896460 4.094927 -1.714322 -1.51 0.04 0.58 -0.2313
H -1.787151 2.239528 -0.888717 0.93 -1.07 -0.54 -0.3856
H -2.886749 3.099613 -0.076135 -0.75 1.36 1.23 -0.1704
H -4.512492 2.048303 -1.525055 0.43 0.07 -0.24 0.0673
H -3.271623 2.056508 -2.875408 0.13 -1.05 0.04 0.0105
C 2.110295 -3.844572 -4.276284 0.82 -1.68 -0.28 0.4829
C 3.521577 -4.651210 -4.338703 -1.75 -0.63 -1.82 -0.6082
O 4.504858 -3.665712 -4.475869 0.87 0.02 0.11 -0.3612
S 3.902313 -2.378420 -5.109611 -0.35 0.99 -0.74 1.4257
O 3.613214 -2.536121 -6.503962 0.44 -0.07 0.60 -0.6482
O 4.717033 -1.309733 -4.642577 -0.65 -0.02 -0.20 -0.5895
O 2.482174 -2.448870 -4.363706 0.25 -0.60 0.17 -0.1401
H 1.651098 -4.062508 -3.309839 -0.05 0.53 -0.23 -0.2646
H 1.432554 -4.191350 -5.119792 0.88 0.81 0.93 0.1970
H 3.548638 -5.319839 -5.223201 -0.18 0.55 0.18 0.3086
H 3.795075 -5.278254 -3.524914 -0.22 0.02 1.03 0.3382
C 5.859555 -1.868386 -1.759807 -0.11 1.04 -0.07 -0.1437
C 6.609361 -2.660992 -0.713817 -1.04 -2.32 0.06 -0.0326
O 5.705138 -3.927553 -0.629644 0.55 0.74 -0.31 -0.4716
S 4.206146 -3.424675 -0.713698 1.87 1.13 -1.15 0.9488
O 3.825913 -2.871370 0.532775 -0.63 -0.17 0.56 -0.4378
O 3.421061 -4.382079 -1.407009 -0.59 -0.57 0.49 -0.6225
O 4.467904 -2.230398 -1.741684 -0.20 -0.90 0.52 -0.0067
H 6.249404 -2.043441 -2.749875 -0.04 -0.27 -0.31 0.2706
H 5.809101 -0.807145 -1.594582 0.62 0.43 0.23 0.1970
H 6.649205 -2.357806 0.309949 -0.13 0.94 0.39 0.0206
H 7.603395 -3.009277 -1.017564 -0.48 0.00 -0.13 0.3010
```
Positions in Å, forces in eV/Å.

Computed properties:
orbital gap	10.20	eV
molecular weight	1531.7	Da
total charge	0
HOMO	-10.16	eV
energy	-8394.8423	a.u.